No. 1
22
Properties=species:S:1:pos:R:3 method="wB97M-V/def2-TZVPD" e_lumo_ev=3.8 relative_energy_kj_mol=571.1 homo_lumo_gap_ev=6.9 spin_multiplicity=1 homo_energy_ev=-3.1 total_charge=-1
C -2.540 1.458 1.825
C -0.784 1.695 1.657
C -3.390 1.650 0.897
C -0.508 2.122 0.263
C 0.669 -0.346 0.221
C -0.752 -0.379 -0.172
C -0.270 0.770 0.612
C 1.260 -1.231 1.274
C -1.099 -0.312 -1.648
O -0.147 2.059 2.720
O -3.910 1.819 -0.150
H -2.755 1.305 2.859
H -1.345 2.466 -0.385
H 0.324 2.941 0.038
H 1.498 -0.328 -0.647
H -1.333 -1.074 0.405
H 1.803 -2.009 0.881
H 0.422 -1.531 1.773
H 1.952 -0.685 1.921
H -0.265 0.005 -2.272
H -1.988 0.397 -1.730
H -1.514 -1.246 -2.115

No. 2
39
Properties=species:S:1:pos:R:3 method="wB97M-V/def2-TZVPD" e_lumo_ev="0.5 / -0.6" relative_energy_kj_mol=22.1 homo_lumo_gap_ev="7.0 / 6.7" spin_multiplicity=3 s2=2.008 homo_energy_ev="-6.5 / -7.4"
Pt -1.078 1.342 0.162
H -1.198 -3.168 -1.995
H 3.074 -1.966 0.622
P 0.133 2.646 -1.238
P -1.667 -1.385 -0.365
C -2.299 -1.631 1.315
H -2.790 -2.582 1.445
H -1.525 -1.584 2.071
H -3.029 -0.881 1.592
C -3.145 -2.139 -1.217
H -2.979 -2.407 -2.254
H -3.446 -3.044 -0.690
H -3.987 -1.455 -1.198
C -0.384 -2.755 -0.291
H 0.326 -2.564 0.539
H -0.862 -3.727 -0.100
H 0.247 -2.826 -1.192
C -0.853 3.198 -2.666
H -0.556 4.187 -3.019
H -0.740 2.477 -3.485
H -1.905 3.219 -2.369
C 0.254 3.975 0.049
H 0.856 3.579 0.879
H 0.690 4.886 -0.374
H -0.773 4.140 0.416
C 1.787 2.038 -1.716
H 1.644 1.324 -2.535
H 2.440 2.850 -2.055
H 2.262 1.512 -0.878
C -1.116 1.534 2.009
O -1.116 1.687 3.177
H -2.413 1.184 -0.668
F 1.848 -2.561 2.175
C 2.751 -1.660 1.629
F 2.176 -0.405 1.581
C 4.044 -1.730 2.479
F 3.892 -1.399 3.776
F 4.443 -2.985 2.452
F 4.996 -0.925 1.938

No. 3
21
Properties=species:S:1:pos:R:3 method="wB97M-V/def2-TZVPD" e_lumo_ev=-1.2 relative_energy_kj_mol=592.0 homo_lumo_gap_ev=5.6 spin_multiplicity=1 homo_energy_ev=-6.7
C 1.432 -0.990 -2.171
C 1.856 -1.205 -0.700
N -1.251 -1.221 1.500
C -0.223 -0.692 0.680
C 0.653 -1.571 0.115
C -1.550 2.657 0.372
C -0.852 1.710 1.310
C -0.102 0.710 0.510
H 2.213 -0.638 -2.849
H 0.716 -0.162 -2.244
H 0.912 -1.844 -2.605
H 2.617 -1.979 -0.749
H 2.095 -0.218 -0.319
H -1.900 -0.517 1.812
H -1.620 -2.043 1.052
H 0.447 -2.574 0.475
H -2.629 2.703 0.309
H -1.849 1.234 1.175
H -1.078 3.642 0.333
H -0.397 1.898 2.284
H 0.511 1.100 -0.293

No. 4
22
Properties=species:S:1:pos:R:3 method="wB97M-V/def2-TZVPD" e_lumo_ev="-2.9 / -7.6" homo_lumo_gap_ev="7.4 / 7.6" spin_multiplicity=3 s2=2.008 homo_energy_ev="-10.4 / -15.3" total_charge=+1
B -0.831 3.162 0.229
C -1.031 -1.960 1.276
C 0.664 -0.070 -2.450
C -0.822 -0.550 0.948
C -0.289 -0.172 -1.381
N 0.117 -0.500 -0.192
O 2.135 -1.279 1.237
O -0.858 4.419 0.399
O -0.606 1.986 0.049
H -0.059 -2.468 1.259
H -1.442 -2.022 2.304
H -1.719 -2.463 0.629
H 0.970 0.921 -2.732
H 1.512 -0.650 -2.298
H 0.147 -0.438 -3.449
H -0.206 0.002 1.865
H -1.633 0.134 0.856
H -1.482 0.114 -1.464
H 2.735 -1.978 0.983
H 1.147 -0.688 0.056
H 2.154 -0.720 2.056
H -0.601 5.220 -0.181

No. 5
14
Properties=species:S:1:pos:R:3 method="wB97M-V/def2-TZVPD" e_lumo_ev="0.5 / -0.6" relative_energy_kj_mol=0.0 homo_lumo_gap_ev="7.0 / 8.0" spin_multiplicity=2 s2=0.756 homo_energy_ev="-6.6 / -8.5"
O -1.240 -0.800 -1.413
C -0.091 -0.504 -1.718
O 0.942 -1.048 -1.122
Cd -2.090 -0.118 0.410
H 0.130 0.174 -2.562
O -0.074 0.398 2.789
C -0.298 0.632 1.445
C 0.709 1.019 0.691
C 1.578 1.109 -0.314
C 2.074 -0.144 -1.011
H -0.901 0.146 3.205
H 1.953 2.067 -0.689
H 2.460 0.084 -2.014
H 2.832 -0.711 -0.458

No. 6
14
Properties=species:S:1:pos:R:3 method="wB97M-V/def2-TZVPD" e_lumo_ev="-1.6 / -1.6" relative_energy_kj_mol=370.9 homo_lumo_gap_ev="8.1 / 8.1" spin_multiplicity=1 homo_energy_ev="-9.7 / -9.7"
C -0.579 -1.969 -0.208
C 1.539 -0.629 -0.473
C -0.326 1.224 0.631
C -1.285 0.322 -0.019
N -1.338 -1.023 0.240
N 0.856 -1.833 -0.373
N 0.906 1.396 0.287
O 1.859 2.015 0.620
O 1.128 0.473 -1.205
Cl 3.143 -0.658 0.147
Cl -3.035 0.988 0.295
H -0.886 -2.959 0.060
H -0.763 2.100 1.044
H -1.221 0.555 -1.045

No. 7
50
Properties=species:S:1:pos:R:3 method="wB97M-V/def2-TZVPD" e_lumo_ev=-1.1 relative_energy_kj_mol=24.7 homo_lumo_gap_ev=5.8 spin_multiplicity=1 homo_energy_ev=-6.9
Cu 0.554 0.916 -1.027
C 0.449 -2.122 -4.245
C 0.642 -0.895 -3.619
N 0.750 -0.824 -2.303
C 0.628 -1.952 -1.599
C 0.410 -3.164 -2.236
N 0.332 -3.253 -3.560
C 0.665 -1.775 -0.125
C 1.159 -2.719 0.759
C 1.178 -2.440 2.123
C 0.680 -1.204 2.532
C 0.211 -0.305 1.590
N 0.200 -0.590 0.284
C -0.274 1.062 1.922
C -0.838 1.432 3.135
N -1.223 2.682 3.370
C -1.063 3.560 2.387
C -0.533 3.193 1.152
N -0.137 1.952 0.941
C 1.753 -3.403 3.098
C 2.230 -2.988 4.337
C 2.781 -3.920 5.202
N 2.889 -5.216 4.922
C 2.428 -5.613 3.739
C 1.859 -4.760 2.808
H 0.388 -2.196 -5.324
H 0.705 0.044 -4.155
H 0.273 -4.080 -1.672
H 1.563 -3.642 0.367
H 0.653 -0.937 3.578
H -1.003 0.711 3.928
H -1.361 4.581 2.590
H -0.406 3.890 0.329
H 2.211 -1.949 4.635
H 3.161 -3.607 6.167
H 2.518 -6.672 3.525
H 1.485 -5.172 1.881
C -2.798 5.859 -3.119
C -2.255 4.460 -3.155
C -3.014 3.402 -3.647
C -2.422 2.156 -3.603
N -1.196 1.946 -3.142
C -0.518 3.028 -2.695
S 1.100 2.802 -2.092
N -1.030 4.275 -2.680
H -3.274 6.116 -4.066
H -1.993 6.560 -2.913
H -3.552 5.950 -2.335
H -4.014 3.546 -4.032
H -2.952 1.276 -3.959

No. 8
17
Properties=species:S:1:pos:R:3 method="wB97M-V/def2-TZVPD" e_lumo_ev=3.5 relative_energy_kj_mol=168.5 homo_lumo_gap_ev=6.0 spin_multiplicity=1 homo_energy_ev=-2.5 total_charge=-1
C -0.689 -0.935 0.593
C 0.149 0.306 0.829
C -1.955 -0.531 -0.044
C 1.141 -2.357 -0.382
C 0.237 -1.431 -0.470
C -0.115 1.247 -0.127
C 0.484 2.587 -0.033
O 1.017 0.312 1.681
O -2.914 -1.227 -0.272
S -1.616 1.017 -0.943
H -0.886 -1.507 1.401
H 1.733 -2.567 -1.324
H 1.225 -2.801 0.575
H 0.227 -1.058 -1.468
H 0.798 3.159 -1.011
H 1.311 2.535 0.542
H -0.148 3.249 0.452

What did we get for molar mass? Answer: 151.2, 497.3, 111.2, 134.0, 225.5, 196.0, 501.1, 155.2 g mol⁻¹, in the order shown.
What did we get for total energy? Answer: -13602.292, -47128.428, -8953.797, -12657.525, -15968.261, -37799.682, -91523.503, -22301.687 eV, in the order shown.